w.
The following is a quantum chemistry calculation of a single C3H5N3 molecule, from OMol25.

The geometry in ORCA input format:
```
! RIJCOSX wB97M-V def2-TZVPD def2/J DEFGRID3
* xyz 0 1
N -1.710 -0.073 0.913
C -0.447 0.091 0.323
C 0.072 -0.838 -0.662
N 1.232 -0.589 -1.159
C 1.234 1.620 -0.217
N 0.285 1.147 0.467
H -1.958 0.737 1.467
H -1.786 -0.909 1.480
H -0.575 -1.661 -0.977
H 1.447 -1.224 -1.927
H 2.206 1.699 0.293
*
```

As for the HOMO energy (spin up / spin down): -7.565 / -7.567 eV. The lowest unoccupied orbital energy (spin up / spin down) comes out at 0.68 / 0.68 eV. The frontier orbital gap (spin up / spin down) is 8.24 / 8.25 eV.

Results of the Löwdin charge analysis, in e, for atoms 1 through 8:
1. N 0.08
2. C -0.42
3. C -0.18
4. N 0.09
5. C 0.05
6. N 0.00
7. H 0.08
8. H 0.08

=====

x.
The following is a quantum chemistry calculation of a molecular structure, C3H5N3, from OMol25.

The geometry in ORCA input format:
```
! RIJCOSX wB97M-V def2-TZVPD def2/J DEFGRID3
* xyz 0 1
N 1.859 -0.034 -0.052
C 0.502 -0.003 0.197
C -0.369 1.025 -0.152
N -1.614 0.687 -0.428
C -0.950 -1.232 0.257
N -0.022 -1.155 1.050
H 2.391 -0.606 0.592
H 2.139 -0.186 -1.011
H -0.002 2.052 -0.187
H -2.260 1.451 -0.193
H -1.653 -1.980 -0.084
*
```

As for the HOMO energy (spin up / spin down): -7.339 / -7.339 eV. The lowest unoccupied orbital energy (spin up / spin down) comes out at 0.70 / 0.70 eV. The frontier orbital gap (spin up / spin down) is 8.04 / 8.04 eV.

Results of the Löwdin charge analysis, in e, for atoms 1 through 8:
1. N 0.08
2. C -0.40
3. C -0.25
4. N 0.03
5. C 0.00
6. N 0.10
7. H 0.09
8. H 0.09

=====

Which structure wins on stability? w wins.

=====

w.
The following is a quantum chemistry calculation of a single C3H5N3 molecule, from OMol25.

The geometry in ORCA input format:
```
! RIJCOSX wB97M-V def2-TZVPD def2/J DEFGRID3
* xyz 0 1
C 1.705 -0.290 -0.290
N 0.275 0.204 -0.287
C -0.791 -0.581 -0.480
N -1.930 -0.216 0.038
C -1.658 0.945 0.766
N -0.425 1.374 0.779
H 2.362 0.186 -1.035
H 2.101 -0.065 0.697
H 1.822 -1.385 -0.438
H -0.895 -1.524 -1.007
H -2.565 1.353 1.257
*
```

As for the HOMO energy: -9.789 eV. The lowest unoccupied orbital energy comes out at 0.78 eV. The frontier orbital gap is 10.57 eV. As for the SMILES: Cn1cncn1.

Results of the Löwdin charge analysis, in e, for atoms 1 through 8:
1. C -0.05
2. N -0.05
3. C -0.27
4. N 0.02
5. C -0.27
6. N 0.14
7. H 0.07
8. H 0.07

=====

x.
The following is a quantum chemistry calculation of a single C3H5N3 molecule, from OMol25.

The geometry in ORCA input format:
```
! RIJCOSX wB97M-V def2-TZVPD def2/J DEFGRID3
* xyz 0 1
N -1.711 -0.568 -0.185
C -0.406 -0.053 -0.030
C 0.796 -0.859 -0.172
N 1.962 -0.355 -0.009
N 0.957 1.999 0.466
C 0.025 1.209 0.269
H -2.247 -0.136 -0.927
H -2.257 -0.588 0.668
H 0.594 -1.907 -0.424
H 2.704 -1.037 -0.142
H -0.419 2.295 0.486
*
```

As for the HOMO energy: -8.051 eV. The lowest unoccupied orbital energy comes out at -0.45 eV. The frontier orbital gap is 7.60 eV.

Results of the Löwdin charge analysis, in e, for atoms 1 through 8:
1. N 0.04
2. C -0.35
3. C -0.22
4. N 0.06
5. N 0.25
6. C -0.28
7. H 0.07
8. H 0.07

=====

Which structure wins on stability? w wins.

=====

w.
The following is a quantum chemistry calculation of a molecular structure, C5H6S2, from OMol25.

The geometry in ORCA input format:
```
! RIJCOSX wB97M-V def2-TZVPD def2/J DEFGRID3
* xyz 0 1
C -0.460 0.271 -0.251
C 0.422 -0.063 0.686
C -1.538 0.665 0.715
C -0.626 0.149 -1.718
C 1.773 -0.566 0.940
S -3.113 1.099 0.678
S -0.552 0.359 2.153
H -1.295 0.936 -1.997
H -1.227 -0.810 -1.897
H 0.333 0.049 -2.272
H 2.506 0.240 0.838
H 1.989 -1.303 0.232
H 1.788 -1.027 1.893
*
```

As for the HOMO energy: -8.590 eV. The lowest unoccupied orbital energy comes out at -0.54 eV. The frontier orbital gap is 8.05 eV.

Results of the Löwdin charge analysis, in e, for atoms 1 through 8:
1. C -0.38
2. C -0.49
3. C -1.07
4. C -0.05
5. C -0.07
6. S 0.67
7. S 0.89
8. H 0.06

=====

x.
The following is a quantum chemistry calculation of a single C5H6S2 molecule, from OMol25.

The geometry in ORCA input format:
```
! RIJCOSX wB97M-V def2-TZVPD def2/J DEFGRID3
* xyz 0 1
C 0.112 -0.481 0.145
C 0.154 0.841 0.208
C 2.319 -0.168 0.410
C -0.660 -1.684 -0.105
C -1.005 1.731 -0.126
S 3.593 -1.032 0.123
S 1.774 1.396 0.569
H -1.641 -1.825 0.442
H 0.059 -2.555 0.170
H -0.854 -1.853 -1.082
H -0.920 2.071 -1.067
H -1.071 2.587 0.512
H -1.859 0.970 -0.199
*
```

As for the HOMO energy (spin up / spin down): -7.504 / -7.509 eV. The lowest unoccupied orbital energy (spin up / spin down) comes out at -0.03 / -0.03 eV. The frontier orbital gap (spin up / spin down) is 7.48 / 7.48 eV.

Results of the Löwdin charge analysis, in e, for atoms 1 through 8:
1. C -0.14
2. C -0.62
3. C -1.11
4. C -0.09
5. C -0.07
6. S 0.66
7. S 0.91
8. H 0.11

=====

Which structure wins on stability? w wins.

=====

w.
The following is a quantum chemistry calculation of 2 unconnected molecules or ions with the total composition C5H6S2, from OMol25.

The geometry in ORCA input format:
```
! RIJCOSX wB97M-V def2-TZVPD def2/J DEFGRID3
* xyz 0 1
C -1.918 1.093 1.328
C -1.899 1.899 0.431
C 1.306 0.068 -0.573
C 0.657 -0.935 -1.532
C 0.446 -1.080 -0.106
S 0.712 -1.105 2.829
S -0.010 -1.866 1.228
H -1.723 0.915 2.418
H -2.052 2.177 -0.620
H 2.423 0.097 -0.719
H 0.913 1.071 -0.555
H -0.156 -0.668 -2.156
H 1.300 -1.667 -1.973
*
```

As for the HOMO energy (spin up / spin down): -8.450 / -8.450 eV. The lowest unoccupied orbital energy (spin up / spin down) comes out at -0.60 / -0.60 eV. The frontier orbital gap (spin up / spin down) is 7.85 / 7.85 eV.

Results of the Löwdin charge analysis, in e, for atoms 1 through 8:
1. C -0.05
2. C -0.02
3. C -0.11
4. C -0.14
5. C -0.65
6. S 0.05
7. S 0.44
8. H 0.04

=====

x.
The following is a quantum chemistry calculation of a single C5H6S2 molecule, from OMol25.

The geometry in ORCA input format:
```
! RIJCOSX wB97M-V def2-TZVPD def2/J DEFGRID3
* xyz 0 1
C 0.996 -1.333 -1.256
C 0.079 -1.061 -2.219
C 1.794 -1.754 -0.465
C -1.517 0.819 -0.565
C 0.511 0.833 1.053
S -1.310 -0.196 -2.025
S -1.224 0.064 0.950
H 2.489 -1.992 0.323
H -2.608 0.976 -0.514
H 0.404 1.862 0.988
H 1.139 0.297 1.754
H 1.014 0.501 0.183
H -1.765 0.983 1.795
*
```

As for the HOMO energy (spin up / spin down): -7.589 / -7.588 eV. The lowest unoccupied orbital energy (spin up / spin down) comes out at -0.30 / -0.30 eV. The frontier orbital gap (spin up / spin down) is 7.29 / 7.28 eV.

Results of the Löwdin charge analysis, in e, for atoms 1 through 8:
1. C -0.37
2. C -0.46
3. C 0.09
4. C -0.84
5. C -0.26
6. S 0.83
7. S 0.92
8. H 0.04

=====

Which structure wins on stability? w wins.

=====

w.
The following is a quantum chemistry calculation of a single C26H32N4O3S molecule, from OMol25.

The geometry in ORCA input format:
```
! RIJCOSX wB97M-V def2-TZVPD def2/J DEFGRID3
* xyz 0 1
C 5.248 1.064 1.756
O 4.255 0.329 2.433
C 3.675 -0.724 1.805
C 3.981 -1.136 0.512
C 3.322 -2.222 -0.044
C 2.369 -2.887 0.694
S 1.443 -4.215 -0.038
O 2.104 -4.649 -1.239
O 1.106 -5.187 0.960
N 0.008 -3.433 -0.421
C -0.065 -2.817 -1.731
C 0.203 -1.297 -1.648
C 0.232 -0.636 -3.011
C 0.116 -1.297 -4.226
C 0.154 -0.561 -5.403
C 0.307 0.812 -5.323
N 0.418 1.456 -4.173
C 0.380 0.752 -3.060
N -0.719 -0.538 -0.819
C -2.121 -0.730 -1.119
C -2.920 0.394 -0.462
N -2.715 0.340 0.971
C -3.600 1.215 1.730
C -3.413 2.688 1.460
C -4.112 3.315 0.435
C -3.898 4.651 0.147
C -2.979 5.381 0.881
C -2.281 4.769 1.908
C -2.498 3.433 2.194
C -1.309 0.521 1.270
C -0.505 -0.598 0.610
C 2.062 -2.494 1.984
C 2.703 -1.414 2.559
C 2.392 -0.951 3.946
H 6.108 0.438 1.500
H 5.563 1.839 2.453
H 4.854 1.533 0.849
H 4.727 -0.621 -0.071
H 3.547 -2.562 -1.042
H -0.775 -4.014 -0.172
H -1.045 -2.999 -2.176
H 0.704 -3.278 -2.360
H 1.196 -1.167 -1.196
H 0.000 -2.368 -4.274
H 0.065 -1.052 -6.360
H 0.343 1.428 -6.212
H 0.463 1.314 -2.139
H -2.262 -0.694 -2.202
H -2.496 -1.693 -0.734
H -3.984 0.254 -0.670
H -2.596 1.356 -0.893
H -4.625 0.920 1.488
H -3.423 1.006 2.789
H -4.838 2.754 -0.137
H -4.450 5.124 -0.652
H -2.810 6.424 0.657
H -1.568 5.335 2.490
H -1.956 2.963 3.003
H -1.171 0.475 2.353
H -0.934 1.493 0.904
H 0.557 -0.455 0.818
H -0.819 -1.563 1.036
H 1.317 -3.053 2.529
H 1.638 -1.585 4.402
H 3.293 -0.965 4.556
H 2.033 0.077 3.923
*
```

As for the HOMO energy: -8.358 eV. The lowest unoccupied orbital energy comes out at 0.52 eV. The frontier orbital gap is 8.88 eV. As for the SMILES: COc1ccc(S(=O)(=O)NC[C@@H](c2cccnc2)N2CCN(Cc3ccccc3)CC2)cc1C.

Results of the Löwdin charge analysis, in e, for atoms 1 through 8:
1. C -0.07
2. O -0.08
3. C -0.23
4. C 0.00
5. C -0.06
6. C -0.29
7. S 0.66
8. O -0.29

=====

x.
The following is a quantum chemistry calculation of a single C26H32N4O3S molecule, from OMol25.

The geometry in ORCA input format:
```
! RIJCOSX wB97M-V def2-TZVPD def2/J DEFGRID3
* xyz 0 1
C 5.616 0.903 1.750
C 4.564 -0.160 2.038
C 3.132 0.378 1.961
C 2.720 0.777 0.546
N 2.224 -0.631 2.474
C 1.251 -0.339 3.355
O 1.122 0.733 3.902
C 0.369 -1.517 3.763
S -0.014 -2.709 2.456
C -0.740 -1.609 1.285
N -0.592 -0.361 1.529
C -1.128 0.547 0.664
C -0.975 1.917 0.904
C -1.506 2.829 0.031
C -2.230 2.436 -1.117
N -2.690 3.401 -1.995
C -3.278 3.030 -3.267
C -4.793 2.833 -3.134
O -5.400 4.008 -2.637
C -4.848 4.379 -1.395
C -3.331 4.603 -1.496
C -2.373 1.072 -1.353
C -1.828 0.134 -0.480
C -2.002 -1.290 -0.732
O -2.610 -1.767 -1.672
N -1.411 -2.130 0.219
C -1.549 -3.559 0.007
C -0.655 -4.052 -1.139
C 0.775 -3.630 -0.955
C 1.307 -2.599 -1.716
C 2.629 -2.219 -1.564
C 3.429 -2.854 -0.629
C 2.900 -3.865 0.155
C 1.583 -4.255 -0.012
H 5.488 1.753 2.416
H 5.549 1.255 0.725
H 6.613 0.495 1.904
H 4.671 -0.986 1.332
H 4.723 -0.556 3.043
H 3.024 1.239 2.629
H 3.331 1.600 0.187
H 1.680 1.094 0.543
H 2.827 -0.068 -0.130
H 2.208 -1.519 1.993
H 0.877 -2.097 4.536
H -0.567 -1.126 4.162
H -0.429 2.226 1.781
H -1.344 3.879 0.221
H -2.797 2.138 -3.664
H -3.095 3.860 -3.960
H -5.252 2.642 -4.105
H -5.003 1.990 -2.458
H -5.357 5.298 -1.100
H -5.045 3.595 -0.646
H -2.943 4.879 -0.519
H -3.131 5.415 -2.203
H -2.916 0.683 -2.200
H -1.298 -4.068 0.939
H -2.594 -3.755 -0.250
H -0.727 -5.140 -1.174
H -1.043 -3.647 -2.075
H 0.684 -2.098 -2.445
H 3.037 -1.434 -2.185
H 4.465 -2.567 -0.519
H 3.518 -4.360 0.890
H 1.179 -5.055 0.591
*
```

As for the HOMO energy: -7.436 eV. The lowest unoccupied orbital energy comes out at 0.50 eV. The frontier orbital gap is 7.94 eV. As for the SMILES: CC[C@@H](C)NC(=O)CSc1nc2ccc(N3CCOCC3)cc2c(=O)n1CCc1ccccc1.

Results of the Löwdin charge analysis, in e, for atoms 1 through 8:
1. C -0.10
2. C -0.21
3. C -0.36
4. C -0.01
5. N 0.08
6. C -0.59
7. O 0.05
8. C -0.35

=====

Which structure wins on stability? x wins.